1.
106
Properties=species:S:1:pos:R:3:forces:R:3 method="wB97M-V/def2-TZVPD" total_energy_ha=-2249.62236 fmax_ev_per_a=1.13 molar_mass_g_mol=641.8 charge=0 spin_multiplicity=1 e_lumo_ha=0.015
C -0.625 0.278 -1.003 -0.165 -0.264 0.177
C 0.721 -0.450 -1.157 0.072 -0.321 0.174
N 1.471 -0.102 -2.373 -0.251 0.447 -0.497
O 0.998 -0.790 -3.493 -0.061 -0.271 0.047
C 1.605 1.258 -2.647 0.137 0.299 -0.350
O 1.299 1.825 -3.671 0.184 -0.475 1.014
O 2.216 1.860 -1.571 -0.657 -0.101 0.102
H -1.421 -0.422 -0.721 0.187 0.166 -0.095
H -0.935 0.752 -1.942 0.020 0.006 0.115
H -0.576 1.033 -0.213 -0.010 0.039 -0.235
H 0.574 -1.533 -1.218 0.088 0.222 -0.009
H 1.374 -0.257 -0.307 -0.084 0.008 -0.042
H 0.081 -0.510 -3.654 0.065 0.112 0.000
H 1.690 2.631 -1.304 0.365 0.053 -0.321
C 3.465 5.427 -0.357 -0.078 -0.028 -0.004
O 3.873 4.411 0.529 0.155 0.047 0.104
C 4.937 3.635 -0.002 -0.091 -0.007 -0.094
C 5.677 2.891 1.085 0.001 0.121 0.080
O 6.591 3.689 1.827 -0.025 -0.051 0.052
C 6.088 4.534 2.854 -0.002 -0.003 -0.069
C 5.728 3.823 4.142 0.041 -0.074 -0.063
O 4.470 3.192 4.019 0.009 -0.071 -0.139
C 4.268 2.155 4.947 -0.129 -0.013 -0.054
H 3.106 5.017 -1.309 0.019 -0.004 -0.007
H 2.655 5.973 0.124 -0.005 0.001 -0.009
H 4.285 6.123 -0.570 0.001 -0.013 -0.007
H 5.641 4.281 -0.541 0.033 0.006 0.030
H 4.525 2.907 -0.715 0.069 0.002 -0.027
H 6.299 2.140 0.594 0.001 -0.019 0.029
H 4.969 2.377 1.737 -0.072 0.037 0.083
H 5.238 5.124 2.504 -0.071 -0.036 -0.015
H 6.912 5.214 3.077 -0.018 0.031 -0.027
H 5.698 4.554 4.962 0.039 -0.002 0.005
H 6.504 3.081 4.371 0.017 0.009 -0.005
H 5.039 1.381 4.853 0.017 0.022 0.034
H 3.299 1.718 4.709 -0.009 -0.034 0.089
H 4.248 2.515 5.982 0.054 0.046 -0.018
C -0.911 -4.974 -6.297 0.017 -0.087 -0.004
O -1.465 -5.010 -5.002 -0.073 0.167 0.017
C -0.624 -4.403 -4.039 0.038 -0.034 -0.101
C -1.400 -4.030 -2.799 0.035 -0.028 0.082
O -2.173 -2.844 -2.926 0.054 0.004 -0.016
C -3.380 -2.942 -3.666 -0.032 0.097 -0.031
C -4.515 -3.603 -2.920 -0.067 -0.048 0.021
O -4.373 -5.010 -2.912 0.136 0.060 0.071
C -5.174 -5.625 -1.932 -0.058 -0.033 -0.053
H 0.041 -5.516 -6.344 0.003 0.007 0.009
H -1.622 -5.452 -6.967 0.005 -0.007 -0.007
H -0.741 -3.943 -6.629 0.009 -0.003 0.012
H -0.157 -3.501 -4.455 0.022 0.015 0.014
H 0.176 -5.104 -3.760 0.041 0.055 0.004
H -0.672 -3.805 -2.016 -0.010 -0.020 0.024
H -2.014 -4.870 -2.470 -0.034 -0.004 -0.051
H -3.220 -3.432 -4.628 0.003 -0.072 0.024
H -3.678 -1.907 -3.850 0.011 -0.004 -0.040
H -5.461 -3.330 -3.410 -0.027 0.010 0.043
H -4.539 -3.218 -1.892 0.007 0.016 0.013
H -4.913 -5.274 -0.926 -0.004 0.011 -0.004
H -4.997 -6.696 -1.992 -0.008 -0.008 0.002
H -6.241 -5.433 -2.102 0.007 0.014 -0.002
C -3.277 6.107 0.670 -0.006 0.072 -0.048
O -3.973 5.157 -0.101 -0.009 -0.145 0.098
C -3.110 4.217 -0.710 0.019 0.088 0.000
C -3.869 2.987 -1.149 0.011 -0.055 -0.112
O -4.175 2.089 -0.097 0.052 -0.027 -0.006
C -5.280 2.413 0.730 -0.019 0.033 0.098
C -6.620 2.064 0.129 -0.079 -0.002 -0.018
O -7.006 3.021 -0.839 0.141 -0.064 -0.061
C -8.031 2.551 -1.681 -0.065 0.049 0.033
H -2.581 6.693 0.058 0.001 -0.013 -0.005
H -4.015 6.779 1.102 0.004 0.011 0.001
H -2.713 5.628 1.479 0.003 -0.005 -0.014
H -2.321 3.917 -0.007 0.010 -0.014 0.011
H -2.632 4.669 -1.591 0.043 0.006 0.027
H -3.211 2.423 -1.813 -0.026 0.007 -0.045
H -4.763 3.269 -1.709 -0.018 0.050 0.057
H -5.261 3.465 1.027 -0.015 0.010 -0.046
H -5.153 1.798 1.623 0.003 0.038 0.028
H -7.368 2.028 0.934 -0.024 -0.037 -0.021
H -6.559 1.068 -0.327 0.008 -0.018 -0.003
H -7.717 1.655 -2.229 0.002 -0.006 0.011
H -8.255 3.342 -2.393 -0.011 0.002 -0.005
H -8.941 2.314 -1.116 0.013 -0.006 0.008
C 2.633 -5.850 4.938 0.050 -0.064 -0.029
O 2.619 -4.961 3.847 -0.072 0.144 0.057
C 1.366 -4.927 3.191 0.016 -0.083 0.022
C 1.235 -3.688 2.340 -0.002 -0.014 -0.095
O 0.943 -2.512 3.075 -0.021 0.017 0.010
C 2.030 -1.866 3.717 -0.006 0.019 0.068
C 2.862 -1.009 2.793 0.103 0.054 0.057
O 3.744 -1.801 2.024 -0.163 -0.071 -0.137
C 4.233 -1.114 0.894 0.155 -0.008 0.094
H 2.434 -6.881 4.621 -0.009 0.008 -0.008
H 3.625 -5.804 5.382 0.003 -0.011 0.005
H 1.889 -5.567 5.692 -0.005 -0.001 -0.014
H 0.552 -4.944 3.927 -0.013 0.011 0.006
H 1.262 -5.811 2.545 -0.021 -0.023 0.038
H 0.370 -3.834 1.688 0.024 0.005 -0.045
H 2.123 -3.559 1.717 0.034 -0.005 0.042
H 2.664 -2.580 4.247 0.014 -0.024 -0.052
H 1.565 -1.202 4.450 0.028 -0.019 0.034
H 3.441 -0.295 3.396 -0.022 0.033 -0.042
H 2.192 -0.437 2.140 -0.039 0.040 -0.046
H 3.422 -0.808 0.225 0.002 0.013 -0.009
H 4.894 -1.796 0.363 0.005 0.012 -0.017
H 4.802 -0.221 1.183 -0.022 -0.005 -0.005



2.
108
Properties=species:S:1:pos:R:3:forces:R:3 method="wB97M-V/def2-TZVPD" total_energy_ha=-12911.30020 fmax_ev_per_a=1.90 molar_mass_g_mol=1238.3 charge=+2 spin_multiplicity=1 e_lumo_ha=-0.273
C -16.252 -1.360 -9.648 0.226 0.875 -1.244
C -16.367 -1.918 -8.290 -0.140 0.133 -1.095
O -17.383 -2.066 -7.667 0.449 -0.259 0.557
N -15.023 -2.270 -7.747 -0.963 0.242 0.340
H -14.432 -1.454 -8.016 0.450 -0.268 0.292
H -15.096 -2.313 -6.722 0.133 0.389 0.014
C -14.459 -3.568 -8.252 1.041 0.633 0.642
H -16.949 -1.728 -10.397 -0.160 -0.590 0.431
H -15.246 -1.412 -10.064 0.029 -0.261 0.133
H -16.448 -0.283 -9.631 0.036 -0.007 0.507
H -15.230 -4.327 -8.258 0.038 -0.067 -0.293
H -13.669 -3.780 -7.532 -0.222 -0.320 0.134
H -13.906 -3.378 -9.161 -0.494 -0.164 -0.521
C -8.224 -3.517 -5.827 0.391 0.057 0.435
C -9.402 -4.262 -6.357 1.080 0.365 -1.070
O -9.739 -4.294 -7.486 -0.427 -0.366 0.487
N -10.210 -5.074 -5.339 -0.390 -0.663 0.316
H -9.942 -6.059 -5.428 0.110 0.060 -0.104
H -9.975 -4.810 -4.381 -0.088 0.216 -0.050
C -11.691 -4.924 -5.598 0.509 0.940 -0.366
H -7.793 -3.923 -4.910 -0.360 0.077 0.154
H -8.515 -2.472 -5.692 -0.065 -0.039 0.186
H -7.408 -3.508 -6.546 -0.296 -0.097 -0.350
H -12.289 -5.285 -4.773 0.140 -0.202 0.048
H -11.913 -5.366 -6.563 -0.004 -0.242 0.104
H -11.785 -3.845 -5.695 -0.562 -0.051 0.094
C -19.404 -1.459 -13.343 -0.158 -0.439 -0.082
C -17.953 -1.244 -13.638 -0.908 -0.140 1.141
O -17.204 -0.683 -12.926 0.522 0.144 -0.615
N -17.462 -1.928 -14.904 0.931 0.151 -0.267
H -17.527 -2.949 -14.770 -0.033 0.051 0.378
H -18.017 -1.694 -15.728 -0.243 0.075 0.190
C -16.015 -1.642 -15.176 0.530 0.860 0.074
H -19.558 -1.426 -12.267 0.279 0.025 0.044
H -19.706 -2.453 -13.678 -0.215 0.136 -0.142
H -20.031 -0.677 -13.774 0.077 -0.102 -0.306
H -15.496 -1.635 -14.221 0.182 -0.945 -0.103
H -15.818 -0.624 -15.518 -0.795 0.037 -0.252
H -15.693 -2.323 -15.953 0.326 -0.286 0.365
C -20.307 -4.817 -2.200 -0.774 -0.405 0.321
C -19.004 -4.870 -2.908 0.182 0.824 1.087
O -17.989 -5.331 -2.532 -0.062 -0.244 -0.355
N -18.930 -4.071 -4.203 -0.223 -0.601 -1.788
H -18.822 -4.788 -4.935 0.538 0.107 0.062
H -19.793 -3.632 -4.527 -0.208 0.123 0.754
C -17.803 -3.062 -4.266 0.193 0.052 1.338
H -20.676 -3.811 -1.989 0.341 0.177 -0.294
H -20.211 -5.313 -1.237 0.175 -0.105 -0.085
H -21.104 -5.327 -2.748 0.139 -0.006 -0.147
H -17.720 -2.676 -3.249 -0.021 0.253 -0.114
H -18.069 -2.266 -4.949 0.238 -0.195 -0.344
H -16.848 -3.549 -4.430 -0.127 -0.062 -0.501
C -19.503 0.896 -7.362 1.052 0.286 -1.173
N -20.866 1.453 -7.452 -0.262 -0.446 0.791
C -21.922 0.628 -7.592 0.133 0.486 -0.006
C -23.199 1.133 -7.555 -0.349 -0.334 0.115
C -23.430 2.483 -7.289 0.107 -0.273 0.031
C -22.325 3.300 -7.111 0.225 -0.097 0.179
C -21.059 2.756 -7.235 0.042 0.556 -0.001
C -24.808 3.043 -7.275 0.048 0.935 -0.548
C -25.425 3.583 -6.150 -0.112 -1.176 0.044
C -26.722 4.048 -6.252 0.660 0.382 0.296
N -27.373 4.048 -7.421 -0.271 0.080 0.188
C -26.749 3.685 -8.556 -0.078 -0.171 0.620
C -25.454 3.218 -8.498 -0.500 -0.650 -0.501
C -28.780 4.529 -7.440 0.471 0.877 -1.379
H -19.505 -0.134 -7.704 0.006 -0.062 0.148
H -19.013 1.010 -6.396 -0.529 -0.015 0.256
H -18.875 1.470 -8.050 0.089 -0.156 -0.017
H -21.717 -0.423 -7.728 0.084 0.001 -0.035
H -24.009 0.421 -7.658 -0.088 0.156 -0.103
H -22.403 4.340 -6.826 -0.081 0.064 -0.251
H -20.181 3.387 -7.171 0.114 -0.185 0.142
H -24.981 3.424 -5.176 0.020 0.500 0.062
H -27.195 4.519 -5.401 -0.342 -0.294 -0.038
H -27.329 3.728 -9.465 0.054 0.043 -0.040
H -25.054 2.869 -9.442 0.343 0.086 0.142
H -28.706 5.618 -7.459 -0.283 0.000 0.632
H -29.391 4.118 -6.649 0.160 -0.031 0.154
H -29.183 4.318 -8.429 -0.163 -0.463 0.192
As -11.568 -1.412 -10.451 0.204 -0.164 0.451
F -11.343 -3.007 -9.757 -0.088 -0.001 0.168
F -13.026 -1.236 -9.450 -0.364 -0.297 -0.192
F -11.878 0.094 -11.218 -0.023 0.211 0.261
F -10.070 -1.550 -11.285 -0.047 -0.200 -0.258
F -12.508 -2.180 -11.690 -0.061 -0.034 -0.099
F -10.744 -0.723 -9.093 0.158 0.172 -0.096
As -16.666 -4.874 -11.650 0.611 -1.101 -0.700
F -16.359 -3.792 -13.015 -0.862 0.458 -0.489
F -15.372 -4.049 -10.878 -0.104 0.367 0.167
F -16.764 -5.864 -10.238 -0.541 -0.038 0.109
F -17.951 -5.697 -12.482 -0.304 0.304 0.054
F -15.621 -6.000 -12.421 0.420 -0.007 0.240
F -17.900 -3.786 -11.056 0.188 0.380 0.173
As -13.947 -2.460 -3.910 -0.193 1.463 -0.571
F -15.233 -2.711 -2.772 -0.089 -0.410 -0.082
F -13.686 -0.900 -3.254 0.031 -0.307 0.731
F -12.665 -2.044 -5.003 -0.054 -0.729 -0.435
F -14.326 -3.940 -4.782 -0.100 -0.093 -0.027
F -15.136 -1.714 -5.022 -0.023 -0.325 0.216
F -12.857 -3.391 -2.953 0.104 0.235 0.228
As -14.667 1.808 -7.933 0.749 -0.219 0.657
F -13.060 2.366 -7.830 0.129 -0.031 -0.067
F -14.413 1.058 -9.458 -0.174 0.056 -0.128
F -16.319 1.161 -7.935 -0.847 0.159 -0.192
F -15.015 2.451 -6.360 -0.232 0.251 -0.076
F -15.169 3.258 -8.721 -0.436 0.036 0.103
F -14.242 0.292 -7.136 0.053 -0.109 -0.190



3.
20
Properties=species:S:1:pos:R:3:forces:R:3 method="wB97M-V/def2-TZVPD" total_energy_ha=-983.71376 fmax_ev_per_a=2.93 molar_mass_g_mol=197.2 charge=0 spin_multiplicity=1 e_lumo_ha=-0.013
O -1.823 1.681 0.966 -0.287 0.252 -1.385
N -1.705 1.518 -0.258 0.767 -0.342 -0.924
O -2.681 2.039 -1.072 -2.284 1.408 1.176
N -0.841 0.995 -0.977 -0.317 -0.400 -1.135
C 0.310 0.397 -0.540 0.707 -0.820 1.569
C 0.939 -0.537 -1.409 -0.040 0.895 0.864
C 2.158 -1.052 -0.932 1.740 -0.850 -0.735
C 2.793 -0.576 0.274 -2.640 -0.713 -0.904
C 2.033 0.198 1.155 1.277 -0.722 -1.487
C 0.799 0.633 0.753 -0.279 0.898 1.081
H -2.645 1.758 -2.008 1.051 -0.481 0.808
H 0.371 -0.746 -2.356 1.139 -0.119 1.003
H 2.753 -1.863 -1.522 -1.320 1.666 0.939
H 3.702 -0.997 0.617 0.877 -0.262 -0.100
H 2.453 0.491 2.094 -0.015 0.041 0.465
H 0.302 1.200 1.559 -0.258 -0.141 -1.235
N -2.559 -0.943 1.569 -0.828 0.016 0.496
C -2.247 -1.591 0.636 1.112 -0.881 -0.170
S -1.636 -2.614 -0.396 -0.392 -0.097 -0.385
H -2.477 0.008 1.848 -0.012 0.651 0.059



Number 1: HOMO -0.3426 hartree. Number 2: HOMO -0.4814 hartree. Number 3: HOMO -0.3305 hartree.